Entry a
DFT (ωB97M-V with the def2-TZVPD basis set) results for a 3-piece molecular cluster, C3H11O2S overall.

As for the charge: -1. The value obtained for the molar mass is 111.19 Da. For the LUMO energy, the calculation gives 3.854 eV. The multiplicity is 1.

Element x y z (Å)
C (0.50, -0.22, 1.37)
C (1.70, 0.38, 0.60)
C (1.69, 0.66, -0.99)
S (0.37, 1.87, -1.60)
H (0.37, -1.13, 0.82)
H (0.65, -0.32, 2.42)
H (-0.36, 0.48, 1.09)
H (2.56, -0.50, 0.79)
H (1.98, 1.40, 0.86)
H (2.65, 1.14, -1.19)
H (1.83, -0.28, -1.45)
H (-3.35, -0.08, 0.10)
H (-3.22, -1.36, 0.61)
O (-3.47, -0.56, 0.98)
H (-0.87, -0.90, -1.89)
H (-1.25, 0.07, -1.00)
O (-1.77, -0.65, -1.51)

Results of the Löwdin charge analysis, in e, for atoms 1 through 8:
1 C -0.1572
2 C -0.3544
3 C -0.7237
4 S 0.1352
5 H 0.0469
6 H 0.0415
7 H 0.0678
8 H 0.1282



Entry b
DFT (ωB97M-V with the def2-TZVPD basis set) results for a 3-piece molecular cluster, C3H11O2S overall.

As for the charge: -1. The value obtained for the molar mass is 111.19 Da. For the LUMO energy, the calculation gives 3.187 eV. The multiplicity is 1.

Element x y z (Å)
C (-0.61, -1.38, 0.30)
C (0.80, -0.84, 0.41)
C (1.06, 0.03, -0.83)
S (0.88, 1.86, -0.58)
H (-0.59, -2.03, -0.59)
H (-0.84, -2.11, 1.08)
H (-1.26, -0.51, 0.14)
H (1.52, -1.68, 0.32)
H (0.95, -0.33, 1.36)
H (2.08, -0.14, -1.22)
H (0.39, -0.19, -1.64)
H (-4.98, -0.05, 1.68)
H (-4.86, 1.32, 0.89)
O (-5.49, 0.66, 1.26)
H (2.92, 1.73, -0.47)
H (4.17, 2.25, -1.24)
O (3.83, 1.41, -0.89)

Results of the Löwdin charge analysis, in e, for atoms 1 through 8:
1 C -0.1668
2 C -0.3704
3 C -0.7096
4 S 0.1856
5 H 0.0653
6 H 0.0497
7 H 0.0698
8 H 0.0904



Taking the most stable structure as the zero point, the relative energies in hartree are entry a 0.0331; entry b 0.0000.



Entry a
DFT (ωB97M-V with the def2-TZVPD basis set) results for C5H12NO as an isolated structure.

As for the charge: -1. The value obtained for the molar mass is 102.16 Da. For the LUMO energy, the calculation gives 4.131 eV. The multiplicity is 1.

Element x y z (Å)
C (2.18, -0.60, 0.29)
N (1.65, 0.49, -0.57)
C (0.44, 0.18, -1.30)
C (-0.79, 0.66, -0.73)
C (-1.87, -0.29, -0.27)
O (-3.07, -0.20, 0.28)
C (1.48, -0.53, 1.64)
H (3.25, -0.41, 0.31)
H (1.98, -1.64, -0.18)
H (-0.94, 2.06, 1.64)
H (0.27, -0.84, -1.73)
H (0.68, 0.73, -2.23)
H (-1.27, 1.50, -1.18)
H (-0.97, 0.25, 0.42)
H (-1.52, -1.29, -0.63)
H (-0.87, 2.81, 1.58)
H (1.47, -1.42, 2.32)
H (0.49, -0.22, 1.38)
H (1.87, 0.22, 2.27)

Results of the Löwdin charge analysis, in e, for atoms 1 through 8:
1 C -0.4108
2 N -0.1844
3 C -0.4314
4 C -0.1555
5 C -0.3343
6 O -0.1609
7 C -0.1480
8 H 0.0580



Entry b
DFT (ωB97M-V with the def2-TZVPD basis set) results for C5H12NO as an isolated structure.

As for the charge: -1. The value obtained for the molar mass is 102.16 Da. For the LUMO energy, the calculation gives 2.339 eV. The multiplicity is 1.

Element x y z (Å)
C (-1.72, -3.09, -2.14)
C (-1.98, -2.62, -0.66)
N (0.35, -1.21, -0.75)
C (0.71, 1.47, 1.44)
C (0.09, -0.56, -1.66)
C (0.92, 3.00, 1.72)
O (2.18, 3.32, 2.05)
H (-2.09, -4.02, -2.64)
H (-0.66, -3.43, -2.24)
H (-1.89, -2.15, -2.69)
H (-3.04, -2.91, -0.67)
H (-1.48, -3.43, 0.03)
H (1.70, 1.03, 1.32)
H (0.13, 1.18, 0.57)
H (0.28, 0.99, 2.32)
H (-0.67, -0.63, -2.51)
H (-1.04, -1.67, -0.60)
H (0.65, 3.62, 0.76)
H (0.12, 3.31, 2.44)

Results of the Löwdin charge analysis, in e, for atoms 1 through 8:
1 C -0.2545
2 C -0.2084
3 N 0.0933
4 C -0.1550
5 C -0.0397
6 C -0.6401
7 O -0.4006
8 H 0.0635



Taking the most stable structure as the zero point, the relative energies in hartree are entry a 0.0097; entry b 0.0000.



Entry a
DFT (ωB97M-V with the def2-TZVPD basis set) results for C5H12NO as an isolated structure.

As for the charge: -1. The value obtained for the molar mass is 102.16 Da. For the LUMO energy, the calculation gives 3.481 eV. The multiplicity is 1.

Element x y z (Å)
C (-0.33, -2.53, -1.54)
O (-0.04, -3.67, -0.89)
C (0.55, -1.35, -1.02)
C (0.21, 0.01, -1.66)
C (0.63, 1.13, -0.72)
C (-0.47, 1.85, 3.18)
N (-0.02, 2.28, -0.52)
H (-0.23, -2.56, -2.65)
H (-1.39, -2.18, -1.35)
H (1.58, -1.67, -1.18)
H (0.38, -1.37, 0.06)
H (0.82, 0.23, -2.54)
H (-0.87, 0.05, -1.73)
H (1.52, 0.83, -0.13)
H (-0.43, 1.32, 0.02)
H (-1.23, 1.80, 3.95)
H (-0.74, 1.46, 2.21)
H (-0.43, 2.94, 3.02)
H (0.49, 1.45, 3.47)

Results of the Löwdin charge analysis, in e, for atoms 1 through 8:
1 C -0.5873
2 O -0.3752
3 C -0.2466
4 C -0.2061
5 C -0.3370
6 C -0.0447
7 N -0.0031
8 H 0.0771



Entry b
DFT (ωB97M-V with the def2-TZVPD basis set) results for an isolated ion of composition C5H12NO and charge -1.

As for the charge: -1. The value obtained for the molar mass is 102.16 Da. For the LUMO energy, the calculation gives 3.628 eV. The multiplicity is 1.

Element x y z (Å)
N (-1.96, 0.95, 1.83)
C (-1.43, 1.10, 0.42)
C (-1.45, -0.18, -0.26)
C (0.05, -0.97, -0.08)
C (1.06, -0.30, -1.08)
C (2.50, -0.63, -0.69)
O (3.44, -0.02, -1.50)
H (-1.52, 0.52, 2.54)
H (-2.29, 1.85, 2.23)
H (-0.40, 1.31, 0.49)
H (-1.90, 1.95, -0.09)
H (-2.22, -0.86, 0.18)
H (-1.50, -0.08, -1.33)
H (-0.23, -2.04, -0.09)
H (0.56, -0.59, 0.88)
H (0.93, 0.79, -1.07)
H (1.01, -0.74, -2.13)
H (2.64, -1.77, -0.69)
H (2.71, -0.30, 0.41)

Results of the Löwdin charge analysis, in e, for atoms 1 through 8:
1 N -0.0010
2 C -0.3032
3 C -0.2102
4 C -0.1776
5 C -0.2695
6 C -0.5877
7 O -0.4247
8 H -0.0039



Entry c
DFT (ωB97M-V with the def2-TZVPD basis set) results for an isolated ion of composition C5H12NO and charge -1.

As for the charge: -1. The value obtained for the molar mass is 102.16 Da. For the LUMO energy, the calculation gives 3.954 eV. The multiplicity is 1.

Element x y z (Å)
C (2.12, -0.76, 0.76)
C (0.97, -0.03, 1.46)
C (-0.41, -0.25, 0.77)
C (-0.43, 0.10, -0.69)
N (-0.15, 1.52, -0.96)
C (-1.94, -0.15, -1.21)
O (-2.14, 0.28, -2.46)
H (2.17, -0.84, -0.32)
H (3.05, -0.27, 1.06)
H (2.17, -1.79, 1.12)
H (1.11, 1.05, 1.33)
H (0.98, -0.20, 2.54)
H (-1.13, 0.41, 1.25)
H (-0.75, -1.28, 0.96)
H (0.09, -0.60, -1.34)
H (-1.01, 2.04, -0.93)
H (0.06, 1.48, -1.95)
H (-2.57, 0.50, -0.52)
H (-2.20, -1.19, -0.88)

Results of the Löwdin charge analysis, in e, for atoms 1 through 8:
1 C -0.1319
2 C -0.2673
3 C -0.2249
4 C -0.4264
5 N 0.0268
6 C -0.5289
7 O -0.3623
8 H 0.0568



Taking the most stable structure as the zero point, the relative energies in hartree are entry a 0.1310; entry b 0.0504; entry c 0.0000.



Entry a
DFT (ωB97M-V with the def2-TZVPD basis set) results for a 2-piece molecular cluster, C5H14S overall.

As for the charge: 0. The value obtained for the molar mass is 106.23 Da. For the LUMO energy, the calculation gives 0.989 eV. The multiplicity is 1.

Element x y z (Å)
C (-1.44, -0.99, -0.58)
C (-0.19, -0.18, -0.71)
S (-0.08, 1.31, -1.74)
C (-0.87, 2.68, -0.86)
H (-1.58, -1.69, -1.42)
H (-2.29, -0.30, -0.50)
H (-1.48, -1.63, 0.31)
H (0.12, 0.05, 0.33)
H (0.64, -0.80, -1.08)
H (-1.26, 2.34, 0.09)
H (-0.10, 3.45, -0.71)
H (-1.74, 2.89, -1.49)
C (0.72, -1.83, 2.85)
C (2.01, -2.04, 2.13)
H (0.79, -1.30, 3.82)
H (0.24, -1.09, 2.16)
H (0.05, -2.69, 2.98)
H (2.57, -2.78, 2.72)
H (1.91, -2.49, 1.13)
H (2.78, -1.24, 2.07)

Results of the Löwdin charge analysis, in e, for atoms 1 through 8:
1 C -0.1690
2 C -0.6010
3 S 0.7765
4 C -0.4141
5 H 0.0720
6 H 0.0700
7 H 0.0659
8 H 0.0545



Entry b
DFT (ωB97M-V with the def2-TZVPD basis set) results for a 2-piece molecular cluster, C5H14S overall.

As for the charge: 0. The value obtained for the molar mass is 106.23 Da. For the LUMO energy, the calculation gives 0.959 eV. The multiplicity is 1.

Element x y z (Å)
C (1.47, 2.07, 1.75)
C (0.93, 0.72, 1.32)
S (2.08, -0.27, 0.30)
C (2.12, 0.51, -1.31)
H (2.04, 1.98, 2.67)
H (0.66, 2.78, 1.90)
H (2.12, 2.47, 0.98)
H (0.79, 0.01, 2.13)
H (0.01, 0.82, 0.74)
H (2.49, 1.54, -1.32)
H (2.81, -0.10, -1.89)
H (1.14, 0.48, -1.79)
C (-1.93, -1.23, -0.16)
C (-2.70, -2.07, -1.18)
H (-0.89, -1.57, -0.06)
H (-1.95, -0.18, -0.43)
H (-2.39, -1.30, 0.82)
H (-3.77, -1.85, -1.09)
H (-2.51, -3.14, -1.19)
H (-2.52, -1.68, -2.18)

Results of the Löwdin charge analysis, in e, for atoms 1 through 8:
1 C -0.1581
2 C -0.5462
3 S 0.7641
4 C -0.4333
5 H 0.0688
6 H 0.0678
7 H 0.0539
8 H 0.0554



Entry c
DFT (ωB97M-V with the def2-TZVPD basis set) results for a 2-piece molecular cluster, C5H14S overall.

As for the charge: 0. The value obtained for the molar mass is 106.23 Da. For the LUMO energy, the calculation gives 0.958 eV. The multiplicity is 1.

Element x y z (Å)
C (-1.47, -0.76, 1.91)
C (-1.09, -0.36, 0.47)
S (0.02, -1.37, -0.59)
C (-0.02, -3.01, 0.21)
H (-1.10, -1.73, 2.21)
H (-2.56, -0.84, 2.03)
H (-1.15, -0.01, 2.63)
H (-2.02, -0.40, -0.10)
H (-0.82, 0.68, 0.50)
H (-0.58, -3.13, 1.11)
H (-0.31, -3.77, -0.51)
H (1.02, -3.18, 0.45)
C (0.75, 2.55, -1.74)
C (1.77, 1.90, -0.81)
H (1.16, 2.60, -2.75)
H (-0.14, 1.93, -1.85)
H (0.44, 3.54, -1.43)
H (2.01, 0.90, -1.08)
H (2.67, 2.51, -0.88)
H (1.42, 1.96, 0.23)

Results of the Löwdin charge analysis, in e, for atoms 1 through 8:
1 C -0.1392
2 C -0.5273
3 S 0.7810
4 C -0.4103
5 H 0.0316
6 H 0.0747
7 H 0.0700
8 H 0.0485



Taking the most stable structure as the zero point, the relative energies in hartree are entry a 0.0200; entry b 0.0000; entry c 0.0163.